(1)
A 17-piece molecular cluster, C32H83BrCl2N2O16 overall, computed with ωB97M-V with the def2-TZVPD basis set.

Computed properties:
HOMO energy, eV: -12.46
Gap between HOMO and LUMO, eV: 5.7
DFT total energy, hartree: -6076.01186
Charge: +2
Strongest force on any atom, eV/Å: 1.6

XYZ file:
```
136
Properties=species:S:1:pos:R:3:forces:R:3:lowdin_charge:R:1
C -5.9494 -2.2425 1.6504 0.065 -0.103 0.134 -0.073
C -5.6574 -2.1775 3.1400 -0.089 0.157 -0.349 -0.737
Cl -6.8621 -3.0879 4.0415 -0.425 -0.283 0.345 0.756
C -4.3088 -2.7040 3.6008 0.255 0.255 0.390 -0.658
Cl -3.9400 -2.1259 5.2253 -0.043 -0.009 0.392 0.778
N -3.1797 -2.3243 2.7179 0.453 -0.107 -0.466 -0.049
C -2.7267 -3.2280 1.8212 0.817 0.693 -0.235 0.035
C -1.6413 -2.9341 0.9993 -0.843 -0.112 0.802 0.069
C -1.0060 -1.7050 1.1145 -0.241 -0.035 0.210 -0.138
C 0.1245 -1.3630 0.2302 -0.350 0.419 -0.503 -0.135
C -0.1262 -0.5535 -0.8732 1.499 -0.003 -0.430 0.089
C 0.9459 -0.2577 -1.7341 -0.545 -0.851 1.233 0.045
N 2.1720 -0.7490 -1.4714 -0.390 0.400 0.128 0.003
C 3.2890 -0.4824 -2.4176 0.107 -0.181 0.201 -0.095
C 3.0895 -1.3221 -3.6470 -0.410 0.109 -0.286 -0.221
C 2.0930 -0.7037 -4.6216 0.127 -0.323 -0.062 -0.569
Br 0.5958 -1.8865 -4.9770 -0.286 0.000 0.050 0.683
C 2.3912 -1.5158 -0.3899 0.746 0.289 -0.631 0.020
C 1.4009 -1.8399 0.4634 -0.918 -0.190 0.572 0.050
C -1.4864 -0.7970 2.0450 -0.851 -0.419 0.300 0.082
C -2.5922 -1.1213 2.8211 0.859 -0.032 -0.648 0.009
H -5.0575 -2.1861 1.0493 0.400 0.085 -0.269 0.055
H -6.5637 -1.4061 1.3697 -0.321 0.347 -0.102 0.086
H -6.4878 -3.1385 1.3954 -0.089 -0.438 -0.102 0.081
H -5.7472 -1.1617 3.4791 0.071 0.536 0.165 0.093
H -4.3103 -3.7726 3.6898 0.005 -0.569 -0.301 0.103
H -3.2257 -4.1711 1.7971 -0.251 -0.440 -0.022 0.153
H -1.2980 -3.6722 0.3054 0.086 -0.325 -0.277 0.142
H -1.1086 -0.1751 -1.0693 -0.387 0.165 -0.126 0.104
H 0.8191 0.3243 -2.6204 0.005 0.492 -0.178 0.089
H 3.3386 0.5707 -2.6335 -0.047 0.460 -0.037 0.130
H 4.1983 -0.7543 -1.9095 0.295 -0.048 0.264 0.132
H 4.0260 -1.4821 -4.1501 0.504 0.055 -0.154 0.127
H 2.7436 -2.2912 -3.3247 -0.035 -0.501 0.001 0.093
H 2.5391 -0.5300 -5.5823 0.189 0.062 -0.443 0.027
H 1.6745 0.2217 -4.2727 -0.090 0.376 0.022 0.020
H 3.3855 -1.8615 -0.2042 0.500 0.007 -0.106 0.143
H 1.6122 -2.4503 1.3146 0.205 -0.247 0.371 0.138
H -1.0279 0.1581 2.1809 0.160 0.441 0.026 0.144
H -2.9717 -0.4408 3.5487 -0.285 0.237 0.353 0.123
C 3.2236 -0.1705 -8.7688 -0.257 -0.093 0.148 -0.118
O 2.9999 -1.0066 -7.6199 0.082 0.103 -0.070 -0.159
H 4.1730 0.3383 -8.6317 0.027 -0.032 0.070 0.078
H 3.2616 -0.7622 -9.6844 0.045 -0.006 0.009 0.083
H 2.4340 0.5769 -8.8488 0.083 0.088 -0.098 0.071
H 2.1675 -1.4683 -7.7555 0.014 -0.076 -0.072 0.058
C -2.7413 -2.3457 9.0042 0.033 0.412 -0.221 -0.146
O -2.2679 -1.0006 8.8621 0.103 -0.277 0.032 -0.120
H -2.3199 -2.7449 9.9196 0.026 -0.005 0.051 0.088
H -3.8261 -2.3829 9.0827 -0.056 -0.082 0.039 0.065
H -2.4089 -2.9662 8.1633 -0.007 -0.073 0.042 0.045
H -2.6514 -0.6229 8.0689 -0.102 0.082 0.022 0.049
C -0.8544 -4.8105 6.1791 0.018 0.151 -0.020 -0.147
O -0.3958 -3.5304 5.7381 -0.020 -0.158 -0.287 -0.140
H -0.0002 -5.4789 6.1422 0.033 -0.030 -0.004 0.083
H -1.2257 -4.7764 7.2038 0.003 0.008 0.019 0.072
H -1.6389 -5.2099 5.5278 0.008 -0.003 0.006 0.069
H -1.1310 -2.9149 5.7631 -0.088 0.055 0.237 0.018
C 3.6705 3.4202 -7.5291 -0.472 0.032 -0.094 -0.139
O 2.7382 3.3095 -8.6094 0.203 -0.062 0.045 -0.130
H 4.6699 3.3505 -7.9405 0.041 0.006 -0.034 0.057
H 3.5567 4.3870 -7.0357 0.172 -0.038 0.118 0.064
H 3.5230 2.6153 -6.8020 0.103 0.030 0.038 0.074
H 1.8536 3.3823 -8.2434 -0.053 0.060 -0.045 0.072
C -4.1965 0.1199 -1.7287 -0.108 -0.054 0.100 -0.097
O -3.2752 -0.3408 -0.7175 0.082 0.004 0.024 -0.162
H -4.1294 1.2028 -1.7470 0.032 0.046 0.021 0.086
H -3.9351 -0.2731 -2.7123 0.033 -0.008 0.011 0.087
H -5.2209 -0.1577 -1.4803 -0.012 0.050 -0.045 0.060
H -3.3395 -1.2983 -0.6797 -0.108 -0.086 -0.121 0.056
C -8.5189 -0.3111 6.2963 -0.071 -0.136 -0.078 -0.165
O -9.4164 -1.2654 5.7435 0.110 0.157 0.056 -0.126
H -9.0862 0.2832 7.0058 -0.011 0.034 0.034 0.082
H -7.6918 -0.7904 6.8297 0.001 0.008 0.006 0.071
H -8.1152 0.3611 5.5308 -0.005 0.008 0.013 0.071
H -8.9303 -1.8014 5.1137 -0.027 -0.057 -0.033 0.001
C 3.8103 -1.2241 3.6919 0.061 -0.032 -0.094 -0.141
O 4.3422 -1.5471 2.4016 -0.291 -0.134 -0.019 -0.142
H 3.2685 -0.2878 3.5864 -0.002 0.041 -0.001 0.075
H 3.1250 -1.9953 4.0533 -0.002 0.003 -0.005 0.075
H 4.6038 -1.0854 4.4258 0.011 0.024 0.006 0.085
H 4.8426 -2.3631 2.4918 0.131 0.031 0.011 0.080
C 6.5788 2.1149 -2.9777 -0.104 -0.102 -0.183 -0.137
O 5.4604 1.6072 -3.7101 0.058 -0.245 0.215 -0.137
H 6.1920 2.7283 -2.1662 -0.022 -0.015 0.004 0.080
H 7.1804 1.3023 -2.5577 -0.007 0.085 0.018 0.085
H 7.2067 2.7339 -3.6208 0.068 0.034 0.036 0.062
H 5.8249 1.0840 -4.4338 -0.018 0.081 -0.210 0.057
C -8.3570 1.2227 -0.5428 0.069 -0.073 -0.139 -0.143
O -7.6562 0.3723 -1.4565 -0.015 -0.031 0.287 -0.143
H -7.6800 2.0304 -0.2793 0.019 0.033 0.007 0.077
H -9.2489 1.6514 -1.0005 -0.007 0.014 -0.001 0.083
H -8.6454 0.6905 0.3673 -0.004 -0.003 0.003 0.071
H -8.2529 -0.3377 -1.7082 -0.035 0.010 -0.119 0.077
C 7.5039 4.0731 -7.9795 -0.129 0.206 0.266 -0.145
O 6.7480 4.4220 -6.8167 0.087 -0.175 -0.226 -0.139
H 6.9246 3.3386 -8.5336 -0.020 -0.044 -0.006 0.068
H 7.6654 4.9419 -8.6208 0.035 -0.024 -0.033 0.083
H 8.4713 3.6345 -7.7195 -0.007 0.012 0.009 0.072
H 7.2535 5.0671 -6.3142 0.121 0.003 0.087 0.056
C 8.4811 0.1770 -7.1857 -0.015 0.069 0.118 -0.135
O 7.7393 0.4979 -6.0064 0.002 0.057 0.097 -0.138
H 7.9265 -0.5834 -7.7267 -0.036 -0.010 -0.018 0.081
H 8.6000 1.0600 -7.8151 -0.020 -0.046 -0.108 0.067
H 9.4678 -0.2137 -6.9316 0.009 -0.052 -0.031 0.082
H 8.2168 1.2137 -5.5774 -0.047 0.064 0.067 0.067
C 3.1252 7.1838 -7.8896 0.072 -0.147 -0.255 -0.171
O 3.4732 7.1214 -9.2651 -0.010 0.050 0.143 -0.113
H 2.8838 8.2187 -7.6635 0.000 0.041 0.000 0.079
H 2.2461 6.5652 -7.6796 0.002 0.023 0.094 0.069
H 3.9573 6.8661 -7.2533 -0.046 0.020 0.057 0.069
H 3.6759 6.2073 -9.4826 -0.030 -0.046 -0.035 0.065
C -0.8265 2.9450 -3.2040 0.069 -0.013 -0.067 -0.118
O 0.0283 1.9722 -3.8178 -0.119 -0.233 0.266 -0.151
H -0.1940 3.7751 -2.9065 0.020 0.034 0.013 0.087
H -1.5773 3.3095 -3.9055 0.007 0.001 -0.003 0.088
H -1.3277 2.5454 -2.3163 0.023 -0.007 -0.019 0.069
H -0.5272 1.2517 -4.1331 -0.093 0.080 -0.282 0.067
C -5.5513 -2.9548 11.7953 0.140 -0.173 -0.222 -0.141
O -4.9610 -3.8165 10.8101 -0.100 0.134 0.055 -0.145
H -4.9131 -2.0785 11.8706 0.012 0.028 0.013 0.082
H -6.5530 -2.6407 11.5047 -0.042 0.021 0.027 0.073
H -5.5980 -3.4373 12.7694 -0.007 0.005 0.065 0.067
H -5.5139 -4.5980 10.7387 -0.001 -0.058 0.028 0.071
C 9.6087 5.4113 -3.1778 -0.065 0.007 -0.058 -0.140
O 8.5523 5.0213 -4.0579 0.046 -0.044 0.028 -0.141
H 10.5244 5.4011 -3.7605 0.037 0.000 -0.023 0.081
H 9.4549 6.4187 -2.7863 0.003 0.003 -0.010 0.080
H 9.7174 4.7142 -2.3426 -0.010 -0.001 -0.026 0.077
H 7.7315 5.0402 -3.5602 -0.073 0.051 0.010 0.063
C -8.1871 -3.4056 14.5481 0.036 0.134 -0.047 -0.153
O -7.6649 -2.1862 14.0238 -0.116 -0.157 0.025 -0.135
H -7.3671 -4.1188 14.5712 0.026 -0.025 0.006 0.071
H -8.5639 -3.2800 15.5649 0.005 -0.006 0.015 0.078
H -8.9850 -3.8095 13.9192 0.008 -0.005 0.000 0.077
H -8.3799 -1.5453 14.0074 0.016 0.076 0.020 0.076
```
Positions in Å, forces in eV/Å.

---

(2)
C12H19Ag2NO10 as an isolated structure, computed with ωB97M-V with the def2-TZVPD basis set.

Computed properties:
HOMO energy, eV: 4.55
Energy relative to the best compared isomer or geometry (same formula, charge and spin), kJ/mol: 724.5
Gap between HOMO and LUMO, eV: 1.1
DFT total energy, hartree: -1568.90309
Charge: -4
Strongest force on any atom, eV/Å: 9.5

XYZ file:
```
44
Properties=species:S:1:pos:R:3:forces:R:3:nbo_charge:R:1
Ag 3.8326 -2.3701 1.5347 -0.070 0.026 0.069 -0.323
Ag -0.8014 -4.6922 2.4384 0.070 -0.123 0.011 0.024
C 2.7432 -2.4660 6.6720 -0.986 -4.088 -0.182 0.866
O 2.8262 -2.3261 7.8546 2.161 2.741 6.420 -0.757
O 3.4337 -3.2731 6.0450 4.709 -1.451 -2.513 -0.617
O 1.6656 -2.3629 6.1380 -5.820 3.063 -3.582 -0.640
C -2.0090 -9.5031 4.1958 2.410 -2.340 -1.806 0.872
O -1.1341 -8.8751 4.7349 2.823 4.789 3.378 -0.663
O -2.4754 -9.1791 3.1156 -3.346 2.221 -3.335 -0.712
O -2.0002 -10.6982 4.5045 -2.151 -4.788 1.812 -0.748
C 4.5081 -7.2371 0.0172 -3.256 2.202 0.550 0.877
O 3.3880 -6.7866 -0.2247 -3.226 0.665 -1.503 -0.679
O 5.3727 -7.4697 -0.7457 5.418 -2.116 -7.479 -0.707
O 4.8598 -7.3063 1.1537 1.275 -0.818 8.175 -0.609
C -2.5214 1.8109 -2.3569 -3.071 0.428 -1.126 -0.688
C -1.0578 1.6957 -2.2731 1.133 0.441 -0.882 0.097
C -0.3299 2.4600 -3.4550 -0.474 2.159 1.402 -0.400
C -0.3757 4.0412 -3.1782 0.270 -1.786 -0.211 -0.435
C 0.2337 4.4310 -1.8148 -0.775 -0.683 -0.634 -0.411
C -0.3730 3.5621 -0.5956 0.770 2.841 -0.464 0.101
N -0.4359 2.1860 -0.9971 1.802 -1.481 -1.677 -0.196
O -0.8646 1.3892 0.0878 -0.313 1.017 -0.357 -0.531
C 0.5301 3.7645 0.6867 0.837 -1.528 -0.973 -0.637
C -1.7407 4.1117 -0.2331 -1.671 1.819 0.113 -0.769
C -0.7686 0.2207 -2.4633 1.435 0.036 0.644 -0.608
H -2.8117 2.5582 -3.0953 -0.261 0.917 0.581 0.194
H -3.1318 1.8364 -1.4541 0.499 0.661 0.324 0.224
H -3.0493 0.9821 -2.8287 0.711 -0.800 -0.209 0.215
H 0.7112 2.1393 -3.4914 -0.020 -0.067 -0.007 0.216
H -0.7976 2.3320 -4.4312 -0.156 -0.583 0.116 0.198
H -1.3949 4.4033 -3.3136 -0.442 -0.232 0.650 0.183
H 0.0864 4.6124 -3.9834 0.691 -0.223 -0.076 0.194
H 0.0320 5.5018 -1.8416 -0.290 0.173 1.286 0.199
H 1.3216 4.3997 -1.8736 0.075 -0.656 0.184 0.208
H 1.1066 4.6893 0.7066 -0.565 0.318 -0.059 0.204
H 0.0756 3.5258 1.6482 -0.483 0.456 -0.172 0.220
H 1.2964 2.9906 0.6437 0.217 -0.115 -0.233 0.251
H -1.9393 4.1793 0.8365 -0.437 -1.411 0.219 0.225
H -1.9632 5.1744 -0.3300 1.349 0.846 -0.669 0.226
H -2.5752 3.8409 -0.8800 -0.035 -1.069 0.495 0.231
H 0.3018 0.1983 -2.2587 0.066 -1.036 0.323 0.230
H -0.9005 -0.1525 -3.4789 -0.282 0.451 -0.151 0.200
H -1.3817 -0.3908 -1.8012 0.461 -0.047 0.171 0.232
H -1.4922 2.0519 0.3851 -1.051 -0.825 1.376 0.444
```
Positions in Å, forces in eV/Å.